1.
{
  "formula": "C8H10FO2",
  "method": "ωB97M-V/def2-TZVPD",
  "gap_ev": 6.93,
  "charge": -1,
  "mol_weight_g_mol": 157.16,
  "total_energy_ha": -561.0880,
  "homo_energy_ev": -4.9,
  "relative_energy_kcal_mol": 72.8,
  "elements": ["C", "C", "C", "C", "C", "C", "C", "C", "O", "O", "F", "H", "H", "H", "H", "H", "H", "H", "H", "H", "H"],
  "coordinates": [[-0.297, 0.396, -2.151], [-2.316, 0.260, 0.402], [0.588, 0.447, -1.105], [-1.056, -0.210, 0.699], [1.191, 0.487, 1.346], [2.023, 0.824, -1.319], [-1.037, -1.268, 1.788], [0.223, 0.108, 0.218], [0.938, 1.728, 1.469], [2.034, -0.205, 1.873], [0.348, -2.357, -0.804], [-1.264, 0.015, -1.994], [0.159, 0.466, -3.087], [-2.419, 1.232, -0.240], [-3.202, 0.014, 0.924], [2.085, 1.213, -2.408], [2.243, 1.411, -0.484], [2.643, -0.038, -1.216], [-1.937, -1.296, 2.219], [-0.296, -0.994, 2.474], [-0.650, -2.233, 1.398]]
}

2.
{
  "formula": "C5H12O2",
  "method": "ωB97M-V/def2-TZVPD",
  "gap_ev": [5.86, 6.76],
  "s2": 0.7663,
  "spin_multiplicity": 2,
  "charge": 1,
  "mol_weight_g_mol": 104.15,
  "total_energy_ha": -347.7286,
  "homo_energy_ev": [-13.2, -13.2],
  "relative_energy_kcal_mol": 66.0,
  "elements": ["C", "C", "C", "C", "C", "H", "H", "H", "H", "H", "H", "H", "H", "H", "H", "O", "H", "H", "O"],
  "coordinates": [[0.737, -2.899, 0.188], [-0.205, -2.691, 1.099], [-1.613, -2.336, 0.673], [-2.419, -1.499, 1.441], [-2.453, -0.027, 1.446], [1.468, -3.705, 0.175], [0.626, -2.642, -0.863], [-0.100, -2.941, 2.147], [-1.820, -2.823, -0.269], [-3.035, -1.933, 2.226], [-2.042, 0.365, 2.385], [-1.864, 0.378, 0.626], [-3.512, 0.228, 1.329], [1.322, 2.450, -3.975], [-0.101, 2.729, -4.152], [0.696, 2.601, -4.690], [4.212, 4.918, 0.661], [5.453, 4.670, -0.301], [4.650, 5.158, -0.145]]
}

3.
{
  "formula": "CHCl3S",
  "method": "ωB97M-V/def2-TZVPD",
  "gap_ev": 8.76,
  "smiles": "S=C(Cl)Cl.Cl",
  "charge": 0,
  "mol_weight_g_mol": 151.45,
  "total_energy_ha": -1817.4368,
  "homo_energy_ev": -9.9,
  "relative_energy_kcal_mol": 4.0,
  "elements": ["C", "S", "Cl", "Cl", "Cl", "H"],
  "coordinates": [[-0.864, -0.679, 0.590], [-0.583, -2.152, 1.137], [-0.422, 0.853, 1.456], [-1.402, -0.349, -0.946], [2.244, 1.008, -1.389], [1.026, 1.318, -0.849]]
}

4.
{
  "formula": "C4H6S4",
  "method": "ωB97M-V/def2-TZVPD",
  "gap_ev": 8.05,
  "charge": 0,
  "mol_weight_g_mol": 182.36,
  "total_energy_ha": -1748.6569,
  "homo_energy_ev": -8.9,
  "relative_energy_kcal_mol": 57.0,
  "elements": ["C", "C", "C", "C", "H", "H", "H", "H", "H", "H", "S", "S", "S", "S"],
  "coordinates": [[0.805, -2.705, -0.029], [1.172, -1.139, -0.207], [0.250, 1.422, -0.589], [-2.112, 2.250, 0.492], [0.563, -2.782, 1.210], [-0.260, -3.100, -0.574], [1.656, -3.235, -0.294], [0.981, 1.312, -1.409], [0.898, 1.773, 0.260], [-1.568, 1.745, 1.233], [2.703, -0.699, 0.202], [-0.439, -0.421, -0.401], [-1.119, 2.597, -0.882], [-3.528, 2.981, 0.990]]
}